Here is C7H2CsF10O5S as an isolated structure from OMol25. Energies are from ωB97M-V/def2-TZVPD.

- E_HOMO (eV) = -14.92
- E_tot (a.u.) = -2060.7087
- HOMO-LUMO gap (eV) = 10.36

```
! wB97M-V def2-TZVPD RIJCOSX def2/J DEFGRID3
* xyz 1 1
O -2.4587 -4.1448 0.4503
C -2.0886 -2.9639 0.4557
O -0.8451 -2.5742 1.1191
C -1.1844 -1.3196 1.7373
F -1.7555 -1.6161 3.0106
C -2.1095 -0.7222 0.5684
S -1.5735 0.8035 -0.3663
O -2.8287 1.2472 -1.1310
O -1.3072 1.8854 0.6689
C -0.2566 0.5374 -1.6401
F -0.6946 1.2156 -2.8328
F -0.2881 -0.8577 -1.9944
C 1.2158 1.0986 -1.3245
F 1.8316 1.3140 -2.6113
F 1.2837 2.3673 -0.6639
C 2.1960 0.0944 -0.5416
F 1.5483 -0.9302 0.1970
F 3.0055 -0.5783 -1.5242
C 3.2396 0.8095 0.4584
F 2.6131 1.2988 1.6503
F 4.1257 -0.2269 0.9075
F 4.0497 1.7788 -0.1787
O -2.7058 -1.8178 -0.1736
H -0.3747 -0.5127 1.8497
H -3.0350 -0.3255 1.1525
Cs -1.6030 4.1394 0.7566
*
```

=====

Here is C43H36CrN5O4S as an isolated structure from OMol25. Energies are from ωB97M-V/def2-TZVPD.

- E_HOMO (spin up / spin down) (eV) = -8.13 / -8.13
- E_tot (a.u.) = -3677.6716
- HOMO-LUMO gap (spin up / spin down) (eV) = 8.35 / 8.49
- ⟨S²⟩ = 0.823
- energy relative to the best compared isomer or geometry (same formula, charge and spin) (kcal per mole) = 0.0

```
! wB97M-V def2-TZVPD RIJCOSX def2/J DEFGRID3
* xyz 0 2
Cr 0.0123 -0.3995 0.6058
O 1.5916 -0.5408 -0.2104
C 2.5530 0.4687 -0.4505
C 2.3021 1.6520 0.5083
C 1.0160 2.3781 0.2343
C 0.9848 3.7630 0.1985
C -0.2121 4.3999 -0.0554
C -1.3363 3.6373 -0.3135
C -1.2458 2.2560 -0.2809
C -2.4157 1.4021 -0.7047
C -2.8489 0.3142 0.2853
O -1.7594 -0.5687 0.4555
C -4.0003 -0.4866 -0.3351
C -5.1857 0.1504 -0.6949
C -6.2413 -0.5669 -1.2373
C -6.1314 -1.9401 -1.4211
C -4.9587 -2.5824 -1.0555
C -3.8995 -1.8596 -0.5156
C -3.2766 0.8588 1.6430
C -3.3004 -0.0006 2.7364
C -3.6869 0.4571 3.9828
C -4.0781 1.7811 4.1535
C -4.0767 2.6385 3.0673
C -3.6757 2.1760 1.8177
N -0.0886 1.6474 0.0247
C 2.4637 0.9935 -1.8804
C 1.4347 0.6209 -2.7319
C 1.3357 1.1675 -4.0082
C 2.2683 2.0950 -4.4449
C 3.3071 2.4703 -3.5989
C 3.4016 1.9219 -2.3299
C 3.9104 -0.1779 -0.1592
C 4.6265 -0.7971 -1.1797
C 5.8148 -1.4630 -0.9142
C 6.3040 -1.5241 0.3835
C 5.5906 -0.9233 1.4110
C 4.4003 -0.2599 1.1427
H 3.1217 2.3664 0.4304
H 2.2831 1.2824 1.5346
H 1.8997 4.3174 0.3591
H -0.2654 5.4810 -0.0793
H -2.2834 4.1003 -0.5549
H -2.1216 0.8668 -1.6122
H -3.2461 2.0481 -0.9826
H -5.3019 1.2153 -0.5243
H -7.1555 -0.0541 -1.5096
H -6.9564 -2.5022 -1.8403
H -4.8652 -3.6536 -1.1873
H -2.9832 -2.3563 -0.2324
H -2.9785 -1.0281 2.6125
H -3.6670 -0.2158 4.8304
H -4.3759 2.1407 5.1300
H -4.3768 3.6722 3.1872
H -3.6731 2.8648 0.9867
H 0.7112 -0.1099 -2.3979
H 0.5266 0.8628 -4.6608
H 2.1934 2.5193 -5.4382
H 4.0472 3.1878 -3.9313
H 4.2241 2.2083 -1.6825
H 4.2524 -0.7602 -2.1955
H 6.3565 -1.9366 -1.7237
H 7.2339 -2.0382 0.5922
H 5.9539 -0.9731 2.4303
H 3.8520 0.1689 1.9718
N 5.4573 3.0626 5.3426
C 4.2449 2.4762 5.0010
C 3.2381 3.2259 4.3931
C 2.0497 2.6264 4.0051
C 1.8575 1.2722 4.2257
C 2.8528 0.5144 4.8364
C 4.0365 1.1093 5.2192
S 0.3879 0.4677 3.7080
O -0.1841 -0.2352 4.8256
O -0.4134 1.4593 3.0288
N 0.9919 -0.5506 2.5986
C 0.6561 -1.9008 2.6299
N 0.8796 -2.7192 3.6605
C 0.4891 -3.9724 3.4837
C -0.0934 -4.4520 2.3127
C -0.2389 -3.5428 1.2913
N 0.1460 -2.2851 1.4536
H 5.4609 4.0630 5.4454
H 6.0046 2.5883 6.0403
H 3.3905 4.2858 4.2225
H 1.2649 3.2019 3.5302
H 2.6936 -0.5457 5.0014
H 4.8138 0.5181 5.6910
H 0.6524 -4.6404 4.3235
H -0.4004 -5.4810 2.2038
H -0.6617 -3.8080 0.3294
*
```